No. 1
Density functional theory data (wB97M-V/def2-TZVPD) for a 2-piece molecular cluster, C4H5N2O overall in a non-equilibrium geometry.

Computed properties:
**Energy above the lowest of the compared OMol25 structures with the same formula, charge and spin**: 1.451 eV
**2S+1**: 1
**Frontier orbital gap (alpha / beta)**: 6.67 / 6.67 eV
**E_HOMO (alpha / beta)**: -2.50 / -2.49 eV
**Charge**: -1
**LUMO (alpha / beta)**: 4.17 / 4.17 eV

Structure (XYZ):
```
12
C4H5N2O, DFT wB97M-V/def2-TZVPD
C 1.70 -0.10 -0.03
C -0.61 0.83 -0.70
C -0.45 1.15 0.75
C 0.33 0.11 0.07
N 2.83 -0.41 -0.17
N -0.24 -1.94 0.38
O -1.29 -2.16 -0.28
H -1.53 0.46 -1.09
H -0.24 1.69 -1.35
H 0.06 1.96 1.21
H -1.23 0.63 1.30
H 0.67 -2.22 -0.11
```


No. 2
Density functional theory data (wB97M-V/def2-TZVPD) for C16H17CrN8O6S2 as an isolated structure.

Computed properties:
**Energy above the lowest of the compared OMol25 structures with the same formula, charge and spin**: 0.017 eV
**2S+1**: 5
**Expectation value of S²**: 6.01
**Frontier orbital gap (alpha / beta)**: 7.44 / 7.97 eV
**E_HOMO (alpha / beta)**: -4.75 / -5.38 eV
**Charge**: -1
**LUMO (alpha / beta)**: 2.69 / 2.59 eV

Structure (XYZ):
```
50
C16H17CrN8O6S2, DFT wB97M-V/def2-TZVPD
Cr -0.20 -1.69 -0.57
N -0.07 6.06 -1.95
C -0.43 4.89 -1.27
C -0.23 3.64 -1.87
C -0.54 2.48 -1.20
C -1.05 2.56 0.09
C -1.23 3.78 0.71
C -0.93 4.95 0.03
S -1.47 1.06 0.93
O -1.63 1.36 2.33
O -2.60 0.47 0.25
N -0.25 0.06 0.65
C 1.01 0.27 1.12
N 1.81 -0.79 0.85
C 3.08 -0.68 1.20
C 3.58 0.45 1.83
C 2.67 1.47 2.06
N 1.39 1.40 1.72
H -0.07 5.97 -2.95
H -0.58 6.88 -1.66
H 0.18 3.59 -2.88
H -0.37 1.51 -1.66
H -1.60 3.81 1.73
H -1.06 5.91 0.51
H 3.71 -1.53 0.96
H 4.62 0.54 2.11
H 2.98 2.39 2.55
N -2.43 -2.35 4.39
C -2.07 -2.99 3.23
C -1.41 -2.27 2.21
N -1.04 -2.85 1.09
C -1.29 -4.17 0.96
C -1.92 -4.85 1.97
N -2.33 -4.28 3.10
H -2.55 -1.35 4.32
H -3.15 -2.82 4.91
H -1.20 -1.21 2.33
H -0.99 -4.63 0.03
H -2.13 -5.91 1.86
O 1.16 -2.59 -3.47
S 1.01 -3.65 -2.30
O -0.36 -3.39 -1.72
O 2.01 -3.33 -1.30
O 1.09 -4.92 -2.94
C 1.32 -0.47 -4.48
C 0.88 -1.15 -3.22
N 0.40 -0.68 -2.20
H 2.38 -0.64 -4.66
H 1.13 0.59 -4.40
H 0.78 -0.88 -5.34
```


No. 3
Density functional theory data (wB97M-V/def2-TZVPD) for a 2-piece molecular cluster, C5H15N2O overall in a non-equilibrium geometry.

Computed properties:
**Energy above the lowest of the compared OMol25 structures with the same formula, charge and spin**: 1.708 eV
**2S+1**: 2
**Expectation value of S²**: 0.77
**Frontier orbital gap (alpha / beta)**: 11.45 / 8.00 eV
**E_HOMO (alpha / beta)**: -18.62 / -19.19 eV
**Charge**: +2
**LUMO (alpha / beta)**: -7.18 / -11.19 eV

Structure (XYZ):
```
23
C5H15N2O, DFT wB97M-V/def2-TZVPD
C -0.94 -0.72 0.24
C -1.13 0.79 0.29
C 0.15 1.51 -0.18
N 3.04 0.57 2.15
C 1.93 1.06 1.44
C 1.30 0.74 0.28
N -0.69 -1.06 -1.19
H -1.90 -1.28 0.70
H -0.04 -1.01 0.84
H -1.99 1.10 -0.47
H -1.43 1.31 1.22
H 0.13 2.56 0.08
H 0.10 1.67 -1.28
H 3.79 0.12 1.61
H 3.62 1.19 2.70
H 1.45 1.78 2.05
H 1.80 -0.01 -0.34
H 0.15 -0.62 -1.56
H -0.52 -2.11 -1.23
H -1.48 -0.79 -1.86
H -3.67 -1.85 -1.98
H -2.55 -2.92 -2.39
O -2.73 -2.00 -2.15
```


No. 4
Density functional theory data (wB97M-V/def2-TZVPD) for C41H35CaN5O4Si as an isolated structure in a non-equilibrium geometry.

Computed properties:
**Energy above the lowest of the compared OMol25 structures with the same formula, charge and spin**: 0.000 eV
**2S+1**: 1
**Frontier orbital gap**: 6.19 eV
**E_HOMO**: -7.30 eV
**LUMO**: -1.11 eV

Structure (XYZ):
```
87
C41H35CaN5O4Si, DFT wB97M-V/def2-TZVPD
Ca 11.56 11.77 9.78
C 12.33 6.42 8.26
O 10.98 6.75 8.90
C 10.99 8.09 9.03
N 12.03 8.76 8.63
C 13.04 7.78 8.18
C 13.56 8.11 6.82
C 14.48 7.20 6.31
C 15.05 7.40 5.06
C 14.66 8.48 4.24
C 13.71 9.35 4.76
C 13.12 9.12 6.01
C 9.79 8.65 9.65
C 8.76 7.76 10.01
C 7.44 8.29 10.13
C 7.25 9.65 10.02
C 8.38 10.49 9.85
N 9.60 10.02 9.79
C 8.15 11.95 9.62
N 9.06 12.76 9.21
C 8.40 14.07 8.99
C 6.97 13.74 9.18
O 6.94 12.47 9.89
C 8.85 14.77 7.73
C 9.27 16.09 7.85
C 9.87 16.74 6.74
C 10.03 16.10 5.53
C 9.54 14.77 5.42
C 8.85 14.18 6.45
H 12.12 6.04 7.26
H 12.86 5.78 8.97
H 13.86 7.64 8.85
H 14.77 6.39 6.97
H 15.83 6.73 4.68
H 15.00 8.53 3.25
H 13.33 10.18 4.20
H 12.30 9.73 6.34
H 8.98 6.70 9.97
H 6.60 7.62 10.35
H 6.27 10.14 10.04
H 8.68 14.82 9.78
H 6.37 13.60 8.23
H 6.40 14.45 9.80
H 9.19 16.63 8.81
H 10.27 17.76 6.83
H 10.73 16.49 4.76
H 9.55 14.21 4.50
H 8.32 13.16 6.35
O 11.83 13.87 9.35
N 13.31 10.35 11.72
N 13.96 10.87 10.86
O 13.72 11.46 9.70
C 15.44 10.51 10.79
C 15.77 9.60 9.76
C 17.01 8.97 9.75
C 17.71 8.94 10.92
C 17.33 9.75 12.02
C 16.14 10.52 11.95
H 15.16 9.38 8.94
H 17.39 8.60 8.79
H 18.57 8.33 11.13
H 17.91 9.79 12.91
H 15.79 11.11 12.81
C 10.25 17.08 13.99
C 11.22 17.82 13.30
C 11.80 17.40 12.05
C 11.50 16.15 11.53
C 10.43 15.49 12.10
C 9.78 15.95 13.28
Si 12.35 15.34 9.95
C 14.17 15.13 10.33
C 15.06 15.03 9.22
C 16.43 15.24 9.39
C 16.95 15.44 10.72
C 16.08 15.55 11.77
C 14.72 15.47 11.59
H 9.90 17.43 15.02
H 11.50 18.75 13.74
H 12.48 18.07 11.51
H 10.07 14.67 11.51
H 8.88 15.42 13.58
H 12.54 16.53 8.97
H 14.67 14.84 8.21
H 17.13 15.25 8.56
H 18.02 15.45 10.80
H 16.41 15.68 12.80
H 14.00 15.56 12.38
```


No. 5
Density functional theory data (wB97M-V/def2-TZVPD) for an isolated ion of composition C10H12NOS2 and charge +1 in a non-equilibrium geometry.

Computed properties:
**Energy above the lowest of the compared OMol25 structures with the same formula, charge and spin**: 0.333 eV
**2S+1**: 1
**Frontier orbital gap**: 7.04 eV
**E_HOMO**: -12.50 eV
**Charge**: +1
**LUMO**: -5.46 eV

Structure (XYZ):
```
26
C10H12NOS2, DFT wB97M-V/def2-TZVPD
C 1.98 -0.11 3.03
C 2.49 0.64 1.94
C 0.86 -0.92 2.90
C 1.85 0.49 0.75
C 0.17 -0.92 1.64
C 0.68 -0.19 0.54
C 0.51 0.97 -1.75
C -1.29 2.81 -1.76
C 0.05 -0.16 -0.85
C 0.38 -1.47 -1.52
N -1.35 0.19 -0.96
O 0.79 0.94 -2.89
S 0.19 2.69 -0.86
S -2.54 3.88 -1.34
H 2.41 -0.12 3.97
H 3.44 1.13 2.14
H 0.73 -1.61 3.65
H 2.09 1.20 -0.06
H -0.83 -1.33 1.59
H -1.27 2.08 -2.56
H 1.38 -1.46 -1.73
H -0.08 -1.57 -2.55
H 0.31 -2.30 -0.75
H -1.66 0.63 -0.09
H -2.03 -0.44 -1.45
H -3.33 3.61 -2.22
```